Entry 1:
C45H58BrIN8O4V | wB97M-V/def2-TZVPD

XYZ file:
```
118
Properties=species:S:1:pos:R:3:lowdin_spin:R:1
V -0.5120 0.4454 -1.5272 0.8940
C -1.2509 2.4889 -1.0472 0.0027
C -0.9731 2.3532 -2.4323 0.0086
C -1.8965 1.3487 -2.9436 -0.0004
C -2.6775 0.9240 -1.8259 0.0037
C -2.3036 1.6332 -0.6639 0.0042
C -3.1863 1.8072 0.5585 0.0018
C -3.7604 0.4793 1.0595 0.0007
C -2.4539 2.4753 1.7226 0.0000
C -4.3471 2.7118 0.1073 -0.0006
C -2.2330 0.9088 -4.3720 0.0003
C -1.0797 0.1220 -5.0435 0.0001
C -2.6312 2.1360 -5.2137 -0.0007
C -3.4716 -0.0031 -4.3960 0.0000
C 0.0112 3.3338 -3.0754 0.0055
C -0.7501 4.6271 -3.4143 0.0008
C 1.1245 3.6950 -2.0695 0.0012
C 0.7390 2.7930 -4.3106 0.0004
H -0.8089 3.2339 -0.4049 0.0016
H -3.5501 0.2928 -1.8910 0.0022
H -2.9703 -0.1155 1.5140 0.0004
H -4.2086 -0.0926 0.2457 0.0000
H -4.5298 0.6607 1.8131 0.0000
H -1.6694 1.8182 2.1046 0.0000
H -3.1587 2.6691 2.5337 0.0000
H -2.0122 3.4313 1.4368 0.0000
H -4.9304 2.2279 -0.6767 -0.0001
H -3.9609 3.6522 -0.2896 0.0000
H -5.0124 2.9319 0.9456 0.0000
H -0.1213 0.3137 -4.5689 0.0004
H -0.9984 0.3779 -6.1022 -0.0001
H -1.2670 -0.9515 -4.9841 0.0000
H -1.7861 2.7757 -5.4497 0.0000
H -3.3669 2.7315 -4.6690 0.0000
H -3.0774 1.8102 -6.1553 -0.0001
H -3.3283 -0.9113 -3.8118 0.0000
H -3.6521 -0.3077 -5.4281 0.0001
H -4.3612 0.5181 -4.0366 0.0000
H -1.2885 4.9833 -2.5342 -0.0001
H -1.4796 4.4743 -4.2085 0.0000
H -0.0505 5.4045 -3.7307 0.0003
H 0.7630 4.3396 -1.2673 0.0000
H 1.9172 4.2364 -2.5897 0.0000
H 1.5498 2.7884 -1.6363 0.0007
H 0.0688 2.4580 -5.0944 0.0000
H 1.3851 1.9617 -4.0191 0.0002
H 1.3720 3.5787 -4.7281 0.0000
O -0.6213 -6.1526 -3.5236 -0.0002
C 0.1824 -5.3236 -3.9827 0.0000
O 1.1398 -5.4168 -4.7611 0.0002
C -0.0529 -3.8793 -3.4291 -0.0008
C -1.3025 -3.4924 -2.9587 -0.0001
C -1.4645 -2.2421 -2.4000 0.0043
N -0.4516 -1.3791 -2.2341 0.0070
C 0.7637 -1.7604 -2.6978 0.0028
C 0.9939 -2.9714 -3.3170 0.0002
C 1.8286 -0.8048 -2.2525 0.0087
O 3.0194 -1.0535 -2.3374 0.0116
O 1.3157 0.2182 -1.6471 0.0267
H -2.1247 -4.1928 -3.0208 0.0000
H -2.4266 -1.9122 -2.0302 0.0014
H 1.9778 -3.2136 -3.6962 0.0001
C 4.2177 0.8456 0.2058 0.0002
C 3.2166 1.5896 1.0158 0.0001
N 1.9135 1.5904 0.8510 0.0009
C 1.4114 2.4725 1.7765 0.0000
C 2.4181 3.0160 2.5099 0.0000
N 3.5769 2.4492 2.0235 0.0000
C 4.8965 2.6914 2.5717 0.0000
N 4.8823 2.6386 4.0081 0.0000
N 4.8824 3.7923 4.7239 0.0000
N 4.6364 3.5400 5.9453 0.0000
C 4.4352 2.1892 6.0888 0.0000
C 4.0973 1.4249 7.2059 0.0000
C 3.9337 0.0709 7.0141 0.0000
C 4.1212 -0.5233 5.7566 0.0000
C 4.4580 0.2169 4.6403 0.0000
C 4.5921 1.5889 4.8286 0.0000
H 3.7201 0.2142 -0.5263 0.0001
H 4.8744 0.2284 0.8276 0.0000
H 4.8489 1.5407 -0.3523 0.0000
H 0.3548 2.6672 1.8477 0.0000
H 2.4242 3.7361 3.3105 0.0000
H 5.2404 3.6899 2.3017 0.0000
H 5.5866 1.9486 2.1744 0.0000
H 3.9616 1.8921 8.1710 0.0000
H 3.6617 -0.5602 7.8495 0.0000
H 4.0097 -1.5975 5.6687 0.0000
H 4.6357 -0.2429 3.6764 0.0000
Br -2.4070 -3.6727 4.1896 0.0001
C -3.6350 -3.9093 2.7549 0.0003
C -4.8634 -4.4732 3.0574 0.0000
C -5.7703 -4.7190 2.0388 0.0002
C -5.4259 -4.4450 0.7250 0.0000
C -4.1991 -3.8723 0.4330 0.0002
C -3.3007 -3.5668 1.4473 0.0009
I -1.4935 -2.5796 0.9831 0.0063
H -5.0988 -4.7184 4.0835 0.0000
H -6.7393 -5.1343 2.2787 0.0000
H -6.1093 -4.6808 -0.0793 0.0000
H -3.9241 -3.6726 -0.5944 0.0000
N 2.1918 -3.6683 2.8129 0.0000
C 1.8996 -3.9805 1.3752 0.0001
C 2.1599 -2.7347 0.5434 0.0000
N 1.3068 -1.6618 1.0329 0.0001
C 1.6458 -1.3106 2.3968 0.0000
C 1.3812 -2.5036 3.3018 0.0000
H 3.1832 -3.4313 2.8903 0.0000
H 2.0043 -4.4847 3.3932 0.0000
H 0.8524 -4.2648 1.2988 0.0001
H 2.5257 -4.8081 1.0459 0.0000
H 1.9267 -2.9509 -0.4972 0.0000
H 3.2310 -2.4741 0.5957 0.0000
H 1.3343 -0.8352 0.4386 0.0006
H 1.0321 -0.4697 2.7151 0.0000
H 2.7034 -1.0161 2.4918 0.0000
H 0.3308 -2.7873 3.2603 0.0001
H 1.6582 -2.2781 4.3305 0.0000
```

For the largest force on an atom, the calculation gives 0.0504 Eh/bohr. The energy relative to the best compared isomer or geometry (same formula, charge and spin) comes out at 32.1 kJ/mol. For the total energy, the calculation gives -171547.0268 eV. For the HOMO-LUMO gap (spin up / spin down), the calculation gives 0.1978 / 0.1779 Ha. The expectation value of S² is 0.756. The total charge is 0. Its spin multiplicity is 2. The HOMO energy (spin up / spin down) comes out at -6.62 / -6.08 eV. The LUMO energy (spin up / spin down) comes out at -1.2 / -1.2 eV. The molecular weight comes out at 1032.8 g mol⁻¹.



Entry 2:
C45H58BrMoN2OP2Si2 | wB97M-V/def2-TZVPD

XYZ file:
```
112
Properties=species:S:1:pos:R:3:lowdin_spin:R:1
Mo 0.3323 0.1127 -0.0120 1.7806
C 0.6667 1.4816 4.2634 0.0019
Si 0.0808 -0.1241 3.4897 0.0099
C 0.5159 -1.5703 4.6031 0.0015
C -1.7658 -0.0561 3.2221 0.0001
N 0.8893 -0.3233 1.9245 0.0667
P 2.4779 -0.3920 1.5706 0.0113
C 2.3938 0.2748 0.0045 -0.0739
P 2.5130 -0.2309 -1.6193 0.0089
N 0.9165 -0.2994 -1.9428 0.0664
Si 0.0557 -0.3556 -3.4932 0.0100
C -1.7827 -0.4680 -3.1992 0.0002
C 0.6469 -1.8448 -4.4689 0.0022
C 0.4183 1.2303 -4.4279 0.0008
C 3.3046 -1.8334 -1.8140 -0.0034
C 4.6904 -1.9115 -1.9555 -0.0010
C 5.3077 -3.1469 -2.0560 0.0003
C 4.5470 -4.3081 -2.0044 -0.0006
C 3.1709 -4.2343 -1.8453 0.0004
C 2.5491 -2.9987 -1.7507 0.0009
C 3.4027 0.9050 -2.6819 0.0041
C 3.5313 2.2328 -2.2864 -0.0002
C 4.1265 3.1553 -3.1334 0.0001
C 4.5929 2.7519 -4.3761 0.0003
C 4.4686 1.4263 -4.7746 0.0004
C 3.8737 0.5030 -3.9312 0.0009
C 3.5224 0.5050 2.7135 0.0050
C 3.7563 1.8565 2.4728 -0.0007
C 4.4612 2.6125 3.3955 0.0001
C 4.9318 2.0191 4.5593 0.0000
C 4.7073 0.6695 4.7984 0.0005
C 4.0040 -0.0897 3.8773 0.0008
C 3.0234 -2.1072 1.6080 -0.0020
C 2.0931 -3.1287 1.7639 0.0022
C 2.5105 -4.4506 1.7904 0.0002
C 3.8563 -4.7544 1.6488 0.0003
C 4.7880 -3.7377 1.4768 0.0007
C 4.3752 -2.4158 1.4618 -0.0007
H 0.0491 1.7254 5.1316 0.0002
H 0.5836 2.3122 3.5580 0.0003
H 1.7040 1.4296 4.5978 0.0000
H -0.0252 -1.4697 5.5480 0.0002
H 1.5801 -1.6083 4.8440 0.0000
H 0.2327 -2.5300 4.1673 0.0000
H -2.2580 0.0441 4.1927 0.0000
H -2.1479 -0.9612 2.7496 0.0000
H -2.0666 0.7982 2.6138 0.0000
H -2.0891 -1.4340 -2.7981 0.0000
H -2.2903 -0.3304 -4.1576 0.0000
H -2.1479 0.3117 -2.5297 0.0001
H 0.3778 -2.7837 -3.9809 0.0000
H 1.7280 -1.8464 -4.6234 0.0000
H 0.1758 -1.8409 -5.4553 0.0003
H 0.3052 2.1042 -3.7818 0.0002
H -0.2989 1.3336 -5.2467 0.0001
H 1.4192 1.2605 -4.8590 0.0000
H 5.2875 -1.0085 -2.0001 0.0000
H 6.3816 -3.2026 -2.1763 0.0000
H 5.0283 -5.2739 -2.0881 0.0000
H 2.5793 -5.1394 -1.8001 0.0000
H 1.4734 -2.9376 -1.6334 0.0009
H 3.1662 2.5389 -1.3131 -0.0007
H 4.2274 4.1867 -2.8230 0.0000
H 5.0587 3.4713 -5.0366 0.0000
H 4.8348 1.1116 -5.7427 0.0000
H 3.7806 -0.5294 -4.2471 0.0001
H 3.3838 2.3107 1.5620 -0.0010
H 4.6426 3.6624 3.2082 0.0000
H 5.4816 2.6093 5.2805 0.0000
H 5.0824 0.2076 5.7020 0.0001
H 3.8363 -1.1436 4.0643 0.0001
H 1.0435 -2.8852 1.8720 0.0005
H 1.7860 -5.2432 1.9252 0.0000
H 4.1835 -5.7857 1.6744 0.0000
H 5.8371 -3.9761 1.3610 0.0000
H 5.1069 -1.6246 1.3409 0.0000
C -7.3181 -1.0784 1.3584 -0.0001
C -7.0025 -0.2619 0.0975 -0.0002
C -7.3548 -1.0875 -1.1479 -0.0001
C -7.8751 0.9935 0.1055 0.0000
C -5.5122 0.0717 0.0731 -0.0017
C -4.5789 -0.9662 0.0686 0.0011
C -3.2392 -0.6694 0.0457 0.0015
Br -1.9868 -2.0950 0.0549 0.0238
C -2.7587 0.6521 0.0238 0.0067
O -1.4260 0.8293 0.0025 0.0693
C -3.6684 1.7076 0.0284 -0.0016
C -5.0290 1.3678 0.0544 0.0000
C -3.3158 3.1999 0.0154 0.0003
C -3.9581 3.8488 -1.2216 0.0000
C -1.8161 3.5136 -0.0326 0.0018
C -3.8814 3.8469 1.2899 0.0000
H -8.3805 -1.3276 1.3840 0.0000
H -7.0780 -0.5136 2.2607 0.0000
H -6.7591 -2.0149 1.3855 0.0000
H -8.4162 -1.3416 -1.1384 0.0000
H -6.7919 -2.0213 -1.1869 0.0000
H -7.1457 -0.5270 -2.0607 0.0000
H -8.9260 0.7030 0.1235 0.0000
H -7.7178 1.6030 -0.7867 0.0000
H -7.6897 1.6110 0.9868 0.0000
H -4.9000 -1.9989 0.0855 0.0006
H -5.7410 2.1792 0.0609 0.0000
H -3.5768 3.3940 -2.1382 0.0000
H -3.7189 4.9136 -1.2457 0.0000
H -5.0434 3.7530 -1.2236 0.0000
H -1.3412 3.1122 -0.9282 0.0010
H -1.2888 3.1340 0.8432 0.0012
H -1.6983 4.5986 -0.0491 0.0000
H -4.9649 3.7526 1.3549 0.0000
H -3.6386 4.9112 1.3033 0.0000
H -3.4483 3.3885 2.1816 0.0000
```

For the largest force on an atom, the calculation gives 0.0126 Eh/bohr. The energy relative to the best compared isomer or geometry (same formula, charge and spin) comes out at 0.0 kJ/mol. For the total energy, the calculation gives -158865.3830 eV. For the HOMO-LUMO gap (spin up / spin down), the calculation gives 0.2666 / 0.2845 Ha. The expectation value of S² is 2.037. The total charge is +1. Its spin multiplicity is 3. The HOMO energy (spin up / spin down) comes out at -10.41 / -10.81 eV. The LUMO energy (spin up / spin down) comes out at -3.2 / -3.1 eV. The molecular weight comes out at 936.9 g mol⁻¹.